Record 1
A 10-piece molecular cluster, C33H76F3N2O21S7 overall, computed with ωB97M-V/def2-TZVPD.

Its charge is +1. The total energy is -165420.964 eV. The spin multiplicity is 1.

Atoms and positions in Å:
1 N 3.746 1.888 2.656
2 H 2.776 1.466 2.641
3 H 4.402 1.417 2.032
4 H 4.171 1.834 3.586
5 H 3.697 2.878 2.413
6 C -0.542 2.072 -5.082
7 C -0.016 3.064 -4.054
8 C -0.408 2.605 -2.641
9 N -1.042 3.694 -1.773
10 C 0.071 4.679 -1.481
11 C -1.647 3.160 -0.445
12 C -2.786 4.072 -0.027
13 C -3.235 4.758 -1.318
14 C -2.281 4.294 -2.422
15 H -1.590 1.843 -4.866
16 H 0.018 1.137 -5.101
17 H -0.596 2.361 -6.133
18 H -0.444 4.053 -4.240
19 H 1.065 3.206 -4.034
20 H 0.440 2.200 -2.095
21 H -1.125 1.785 -2.713
22 H -0.131 5.342 -0.647
23 H 0.202 5.157 -2.449
24 H 0.960 4.087 -1.272
25 H -0.814 3.195 0.255
26 H -1.837 2.106 -0.620
27 H -2.548 4.864 0.684
28 H -3.611 3.535 0.441
29 H -3.071 5.834 -1.268
30 H -4.262 4.500 -1.560
31 H -2.088 5.071 -3.155
32 H -2.701 3.397 -2.884
33 C -0.130 -0.402 0.041
34 F -0.165 -1.657 0.440
35 F -0.231 -0.375 -1.274
36 F -1.111 0.261 0.636
37 S 1.424 0.525 0.535
38 O 2.501 -0.123 -0.187
39 O 1.189 1.858 0.030
40 O 1.646 0.423 1.981
41 O -4.719 -7.402 2.495
42 S -4.121 -6.730 3.611
43 O -3.439 -7.416 4.662
44 O -3.029 -5.707 3.025
45 C -3.311 -5.059 1.792
46 C -2.216 -4.039 1.551
47 C -5.249 -5.489 4.343
48 H -4.248 -4.491 1.787
49 H -3.405 -5.770 0.972
50 H -2.372 -3.348 0.717
51 H -1.287 -4.548 1.295
52 H -2.215 -3.340 2.390
53 H -4.527 -4.776 4.740
54 H -5.821 -5.992 5.115
55 H -5.838 -4.959 3.601
56 O -2.883 0.512 2.704
57 S -3.867 -0.238 3.446
58 O -3.632 -1.564 3.971
59 O -4.562 0.567 4.644
60 C -4.701 1.965 4.581
61 C -6.160 2.395 4.331
62 C -5.272 -0.426 2.349
63 H -4.024 2.445 3.868
64 H -4.375 2.462 5.498
65 H -6.841 1.651 4.756
66 H -6.337 2.171 3.271
67 H -6.521 3.377 4.608
68 H -5.052 -1.239 1.657
69 H -5.517 0.469 1.783
70 H -6.113 -0.776 2.946
71 O 4.383 -0.189 -4.646
72 S 2.988 -0.475 -4.895
73 O 2.295 0.098 -6.017
74 O 2.847 -2.110 -5.000
75 C 3.834 -2.970 -4.449
76 C 3.824 -4.208 -5.361
77 C 2.042 -0.156 -3.379
78 H 3.683 -3.332 -3.428
79 H 4.814 -2.495 -4.382
80 H 2.792 -4.467 -5.595
81 H 4.211 -5.097 -4.860
82 H 4.427 -4.020 -6.246
83 H 2.477 -0.823 -2.636
84 H 1.033 -0.527 -3.544
85 H 2.079 0.895 -3.116
86 O -2.220 2.010 6.721
87 S -0.979 1.660 6.102
88 O 0.278 1.773 6.810
89 O -1.074 0.097 5.608
90 C -0.006 -0.415 4.771
91 C -0.101 -1.933 4.696
92 C -0.814 2.532 4.500
93 H 0.917 -0.052 5.229
94 H -0.127 0.014 3.777
95 H 0.138 -2.211 3.672
96 H -1.050 -2.267 5.110
97 H 0.668 -2.411 5.306
98 H 0.086 2.207 3.980
99 H -0.860 3.615 4.522
100 H -1.622 2.062 3.934
101 O 4.574 -5.263 -0.053
102 S 4.922 -3.945 -0.520
103 O 5.529 -3.705 -1.802
104 O 3.614 -3.009 -0.420
105 C 2.471 -3.451 0.300
106 C 2.607 -3.240 1.797
107 C 5.917 -3.095 0.791
108 H 2.217 -4.494 0.106
109 H 1.555 -2.914 0.077
110 H 1.661 -3.536 2.251
111 H 2.719 -2.182 2.058
112 H 3.472 -3.737 2.236
113 H 5.813 -3.636 1.724
114 H 5.461 -2.112 0.797
115 H 6.929 -3.131 0.398
116 O 4.541 2.491 0.135
117 S 4.681 2.106 -1.258
118 O 3.656 2.439 -2.216
119 O 6.038 2.824 -1.739
120 C 6.348 2.748 -3.149
121 C 7.799 2.346 -3.257
122 C 5.079 0.410 -1.516
123 H 6.069 3.659 -3.682
124 H 5.694 2.041 -3.673
125 H 7.977 1.388 -2.778
126 H 8.421 3.111 -2.778
127 H 8.189 2.463 -4.270
128 H 6.161 0.343 -1.572
129 H 4.373 -0.015 -2.217
130 H 4.816 -0.139 -0.606
131 C -4.803 1.324 -2.009
132 C -3.886 0.455 -1.413
133 C -3.170 -0.402 -2.199
134 C -3.339 -0.425 -3.590
135 C -4.220 0.461 -4.176
136 C -4.976 1.307 -3.385
137 H -5.236 2.135 -1.434
138 H -3.724 0.510 -0.341
139 H -2.491 -1.090 -1.713
140 H -2.730 -1.141 -4.126
141 H -4.281 0.515 -5.256
142 H -5.657 2.012 -3.846

Record 2
A 11-piece molecular cluster, C33H77N11O11 overall, computed with ωB97M-V/def2-TZVPD.

Its charge is 0. The total energy is -74381.833 eV. The spin multiplicity is 1. As for the energy above the lowest of the compared OMol25 structures with the same formula, charge and spin: 744.4 kJ/mol.

Atoms and positions in Å:
1 C -4.823 3.972 -12.425
2 N -3.356 4.008 -12.403
3 C -2.676 5.193 -12.299
4 C -1.117 5.113 -12.380
5 O -3.158 6.383 -12.246
6 H -5.096 3.102 -11.827
7 H -5.090 3.840 -13.473
8 H -5.312 4.841 -11.985
9 H -2.921 3.119 -12.202
10 H -0.644 4.508 -13.154
11 H -0.925 4.528 -11.480
12 H -0.584 6.047 -12.199
13 C 8.902 11.724 -19.537
14 N 7.579 11.859 -18.957
15 C 7.444 11.975 -17.624
16 C 5.994 12.028 -17.090
17 O 8.317 12.040 -16.716
18 H 9.399 12.614 -19.922
19 H 9.038 11.068 -20.397
20 H 9.528 11.395 -18.707
21 H 6.943 12.224 -19.652
22 H 5.162 12.314 -17.733
23 H 6.003 12.760 -16.282
24 H 5.658 11.090 -16.647
25 C -4.936 10.213 -7.104
26 N -5.360 10.719 -5.747
27 C -5.720 9.873 -4.749
28 C -5.813 10.372 -3.392
29 O -5.787 8.653 -4.888
30 H -5.805 9.940 -7.701
31 H -4.394 9.289 -6.902
32 H -4.445 11.050 -7.601
33 H -5.564 11.706 -5.682
34 H -6.849 10.599 -3.142
35 H -5.118 11.173 -3.143
36 H -5.414 9.621 -2.710
37 C 0.534 6.422 -5.396
38 N 1.879 5.712 -5.217
39 C 2.393 5.120 -4.138
40 C 3.719 4.382 -4.435
41 O 1.925 5.120 -2.993
42 H 0.627 7.349 -4.829
43 H -0.417 6.020 -5.048
44 H 0.409 6.630 -6.459
45 H 2.463 5.812 -6.035
46 H 4.249 3.959 -3.582
47 H 4.512 5.081 -4.697
48 H 3.594 3.720 -5.292
49 C 12.155 5.557 -10.364
50 N 13.551 5.385 -10.522
51 C 14.318 4.509 -9.850
52 C 15.740 4.377 -10.210
53 O 13.936 3.785 -8.932
54 H 11.543 4.808 -10.866
55 H 11.868 6.559 -10.683
56 H 11.878 5.512 -9.311
57 H 13.990 5.844 -11.308
58 H 16.053 5.255 -10.775
59 H 15.675 3.482 -10.829
60 H 16.317 4.338 -9.286
61 C 14.292 10.723 -8.596
62 N 13.652 11.389 -9.616
63 C 14.002 11.228 -10.903
64 C 13.501 12.299 -11.893
65 O 14.724 10.366 -11.316
66 H 15.266 11.191 -8.448
67 H 14.563 9.672 -8.696
68 H 13.888 10.861 -7.593
69 H 13.296 12.236 -9.197
70 H 13.745 12.176 -12.948
71 H 13.901 13.301 -11.730
72 H 12.416 12.395 -11.911
73 C 12.433 6.812 -15.782
74 N 12.863 5.423 -15.910
75 C 13.974 4.810 -16.212
76 C 14.119 3.302 -16.434
77 O 15.054 5.492 -16.307
78 H 13.254 7.529 -15.805
79 H 12.092 7.278 -14.858
80 H 11.750 7.080 -16.589
81 H 12.115 4.760 -15.764
82 H 14.909 2.926 -15.784
83 H 14.578 3.256 -17.421
84 H 13.242 2.672 -16.284
85 C 2.497 11.554 -10.710
86 N 3.965 11.540 -10.686
87 C 4.808 10.541 -10.938
88 C 6.238 10.956 -10.926
89 O 4.565 9.369 -11.184
90 H 2.066 12.031 -11.590
91 H 2.028 11.971 -9.818
92 H 2.157 10.522 -10.800
93 H 4.407 12.431 -10.507
94 H 6.926 10.382 -10.306
95 H 6.399 11.974 -10.571
96 H 6.613 10.931 -11.949
97 C 6.593 5.124 -16.052
98 N 6.267 4.119 -17.007
99 C 7.062 3.027 -17.117
100 C 6.517 2.039 -18.028
101 O 8.065 2.818 -16.406
102 H 5.764 5.790 -15.813
103 H 7.286 5.806 -16.545
104 H 6.962 4.658 -15.138
105 H 5.288 3.988 -17.220
106 H 7.313 1.848 -18.747
107 H 5.743 2.443 -18.680
108 H 6.052 1.141 -17.621
109 C 5.590 18.320 -11.038
110 N 5.244 19.465 -11.862
111 C 4.124 19.563 -12.447
112 C 3.839 20.942 -12.990
113 O 3.287 18.716 -12.674
114 H 6.443 17.761 -11.421
115 H 4.790 17.645 -10.735
116 H 5.940 18.575 -10.038
117 H 5.808 20.297 -11.765
118 H 2.943 21.388 -12.558
119 H 3.678 20.927 -14.068
120 H 4.603 21.650 -12.670
121 C -1.630 16.355 -12.146
122 N -1.022 16.811 -10.914
123 C -1.609 16.742 -9.701
124 C -0.781 17.163 -8.573
125 O -2.696 16.111 -9.484
126 H -0.804 16.046 -12.787
127 H -2.100 17.207 -12.637
128 H -2.364 15.585 -11.910
129 H -0.234 17.443 -10.937
130 H -0.207 16.356 -8.119
131 H -1.079 17.853 -7.784
132 H 0.043 17.716 -9.024

Record 3
A 13-piece molecular cluster, C33H78N12O15 overall, computed with ωB97M-V/def2-TZVPD.

Its charge is 0. The total energy is -84084.508 eV. The spin multiplicity is 1.

Atoms and positions in Å:
1 C -0.850 0.898 3.976
2 O -0.755 2.319 3.602
3 C -0.452 3.252 4.535
4 O -0.107 3.022 5.702
5 O -0.491 4.468 3.999
6 C -0.050 5.558 4.810
7 H -1.208 0.785 4.999
8 H 0.146 0.474 3.842
9 H -1.381 0.276 3.255
10 H -0.525 5.746 5.773
11 H 0.058 6.505 4.280
12 H 0.995 5.449 5.099
13 C -1.842 -6.007 -3.090
14 C -2.799 -5.117 -2.213
15 O -4.018 -5.292 -2.277
16 N -2.280 -4.177 -1.361
17 C -2.964 -3.431 -0.342
18 H -2.218 -5.893 -4.107
19 H -1.617 -7.030 -2.786
20 H -0.898 -5.464 -3.035
21 H -1.271 -4.193 -1.347
22 H -3.867 -2.965 -0.738
23 H -2.258 -2.788 0.183
24 H -3.326 -4.093 0.445
25 C 3.617 1.939 3.473
26 C 4.343 1.862 2.096
27 O 3.735 2.310 1.121
28 N 5.470 1.152 1.983
29 C 6.353 0.916 0.809
30 H 3.913 1.140 4.153
31 H 2.546 2.008 3.280
32 H 3.935 2.884 3.913
33 H 5.767 0.629 2.794
34 H 6.244 -0.145 0.586
35 H 7.395 1.092 1.075
36 H 6.216 1.572 -0.051
37 C -3.164 0.377 -2.914
38 C -4.499 1.032 -3.157
39 O -4.890 1.836 -2.379
40 N -5.208 0.738 -4.286
41 C -6.455 1.451 -4.751
42 H -2.817 0.580 -1.901
43 H -2.365 0.804 -3.520
44 H -3.248 -0.709 -2.937
45 H -4.962 -0.066 -4.845
46 H -7.306 0.824 -4.485
47 H -6.398 1.504 -5.838
48 H -6.663 2.399 -4.255
49 C -4.268 2.419 4.167
50 C -4.429 2.085 2.688
51 O -5.544 1.651 2.353
52 N -3.293 2.280 1.938
53 C -3.170 1.776 0.632
54 H -5.183 2.847 4.575
55 H -3.481 3.135 4.402
56 H -3.976 1.542 4.746
57 H -2.466 2.734 2.300
58 H -4.153 1.806 0.163
59 H -3.004 0.700 0.576
60 H -2.497 2.297 -0.048
61 C -0.446 -3.774 2.727
62 C -1.533 -4.744 3.128
63 O -1.439 -5.957 3.003
64 N -2.624 -4.080 3.567
65 C -3.948 -4.672 3.841
66 H -0.007 -4.309 1.884
67 H 0.253 -3.658 3.555
68 H -0.878 -2.861 2.318
69 H -2.588 -3.087 3.750
70 H -4.716 -3.899 3.848
71 H -3.914 -5.196 4.796
72 H -4.181 -5.445 3.108
73 C 4.191 2.302 -3.956
74 C 4.099 2.599 -2.477
75 O 4.251 3.722 -1.980
76 N 3.867 1.554 -1.685
77 C 3.582 0.199 -2.087
78 H 3.401 1.630 -4.291
79 H 5.158 1.878 -4.226
80 H 4.126 3.241 -4.507
81 H 3.959 1.798 -0.709
82 H 2.562 -0.028 -2.396
83 H 3.913 -0.429 -1.260
84 H 4.115 -0.131 -2.979
85 O 0.664 -3.869 -5.339
86 C -0.430 -3.355 -5.170
87 N -1.499 -3.884 -5.806
88 C -0.674 -2.196 -4.254
89 H -2.444 -3.602 -5.590
90 H -1.344 -4.724 -6.344
91 H -0.993 -2.541 -3.270
92 H -1.444 -1.535 -4.653
93 H 0.254 -1.630 -4.172
94 O 0.581 -0.827 1.213
95 C 0.194 -0.076 0.314
96 N -0.415 -0.547 -0.765
97 C 0.526 1.445 0.447
98 H -0.456 -1.553 -0.838
99 H -0.329 0.020 -1.597
100 H 0.579 1.951 -0.517
101 H 1.454 1.525 1.013
102 H -0.243 1.922 1.054
103 O 0.421 -3.923 -1.140
104 C 1.635 -3.654 -1.184
105 N 2.171 -3.337 -2.319
106 C 2.561 -3.790 0.016
107 H 3.171 -3.212 -2.376
108 H 1.573 -3.316 -3.133
109 H 3.270 -4.609 -0.110
110 H 2.115 -3.898 1.005
111 H 3.090 -2.847 0.153
112 O 2.218 5.319 -0.711
113 C 1.179 5.369 -0.091
114 N 0.004 5.745 -0.544
115 C 1.252 4.966 1.433
116 H -0.050 6.176 -1.456
117 H -0.836 5.698 0.014
118 H 0.585 4.114 1.565
119 H 0.923 5.789 2.068
120 H 2.215 4.499 1.636
121 O 0.025 1.231 -3.189
122 C -0.241 2.359 -3.573
123 N -0.877 2.436 -4.728
124 C 0.092 3.659 -2.830
125 H -1.116 1.543 -5.134
126 H -1.447 3.255 -4.886
127 H -0.449 3.657 -1.884
128 H -0.365 4.462 -3.407
129 H 1.142 3.797 -2.570
130 O 5.078 -2.016 2.165
131 C 4.354 -2.130 3.160
132 N 3.073 -1.902 3.066
133 C 5.017 -2.619 4.423
134 H 2.664 -1.638 2.181
135 H 2.578 -1.819 3.943
136 H 4.943 -1.964 5.292
137 H 6.068 -2.654 4.135
138 H 4.659 -3.624 4.647

Looking at E_HOMO for the records above, in order, we have -0.4436; -0.3333; -0.3228 Ha.
Looking at maximum force for the records above, in order, we have 3.2; 6.5; 4.7 eV Å⁻¹.
Looking at E_LUMO for the records above, in order, we have -2.6; 0.0; 0.1 eV.